No. 1
C23H28HfN4O2 | the ωB97M-V functional and the def2-TZVPD basis

Values from the calculation:
Spin multiplicity: 1
Total charge: +4
LUMO (eV): -14.651
Relative energy (zero: lowest compared OMol25 entry of this formula, charge and spin) (kJ/mol): 54.7
Highest occupied orbital energy (eV): -21.09

Element x y z (Å)
1 N -1.0304 2.2369 -0.9755
2 C -0.8809 3.1827 -1.6396
3 C -0.9336 4.3878 -2.4035
4 H 0.0657 4.8319 -2.4638
5 H -1.6136 5.0912 -1.9072
6 H -1.2966 4.1774 -3.4171
7 N -4.2270 -1.7672 -1.4958
8 C -4.8747 -2.1240 -2.3889
9 C -5.7653 -2.6219 -3.4051
10 H -6.7917 -2.3546 -3.1437
11 H -5.6879 -3.7099 -3.4572
12 H -5.5261 -2.2030 -4.3841
13 N 1.1611 -2.4495 -0.8601
14 C 1.9162 -2.8241 -1.6611
15 C 2.9256 -3.3670 -2.5418
16 H 2.4847 -3.7728 -3.4587
17 H 3.4558 -4.1771 -2.0290
18 H 3.6568 -2.5972 -2.8133
19 Hf -1.0573 0.1671 -0.2439
20 C -1.3633 -1.8072 -1.4434
21 O -1.5388 -2.8164 -1.9703
22 C -2.8273 0.5756 -1.7046
23 O -3.5862 0.9969 -2.4660
24 C -2.7373 0.4259 1.4311
25 C -1.4763 0.3519 2.0991
26 C -0.7686 -0.8620 2.0433
27 C -1.3289 -1.9193 1.2869
28 C -2.7532 -1.9845 1.1950
29 C -3.4657 -0.8010 1.2598
30 H -3.2496 1.3883 1.3489
31 H -1.1521 1.1637 2.7481
32 H 0.1522 -1.0144 2.6170
33 H -0.7074 -2.8001 1.1018
34 H -3.2450 -2.9406 0.9795
35 H -4.5475 -0.7749 1.0697
36 C 3.9339 0.8976 3.2334
37 N 2.4576 0.8485 3.0379
38 C 1.7193 0.9298 4.3364
39 C 2.0070 1.8996 2.0036
40 C 2.1198 1.3401 0.6197
41 C 3.3601 1.4168 -0.0232
42 C 3.4952 0.9028 -1.3098
43 C 2.4128 0.3668 -2.0097
44 C 1.1923 0.2532 -1.3297
45 C 1.0590 0.6918 -0.0167
46 H 4.2057 1.9039 3.5719
47 H 4.4135 0.6476 2.2852
48 H 4.1922 0.1603 3.9988
49 H 2.2582 -0.0650 2.6018
50 H 1.8115 1.9608 4.7130
51 H 0.6686 0.6678 4.1526
52 H 2.1577 0.2006 5.0327
53 H 1.0117 2.2607 2.2891
54 H 2.7102 2.7314 2.1450
55 H 4.2088 1.8906 0.4881
56 H 4.4686 0.8896 -1.7819
57 H 2.4687 0.0217 -3.0427
58 H 0.2816 -0.1057 -1.9019

Atomic forces in eV per Å
0.26 1.58 -0.93
-1.12 -1.14 1.25
0.49 0.45 -0.37
-0.10 0.05 -0.05
0.04 -0.09 -0.01
0.03 -0.01 0.12
-0.20 -0.02 -0.89
0.36 0.17 1.20
-0.28 -0.17 -0.40
0.05 0.00 -0.01
0.01 0.04 0.01
0.01 0.01 0.07
0.65 -0.43 -1.09
-0.84 0.01 1.49
0.39 -0.13 -0.45
-0.01 0.09 0.18
-0.12 0.11 -0.01
-0.15 -0.10 0.06
2.64 -0.54 -0.18
-0.79 -5.11 -2.79
0.74 4.21 2.04
-4.31 2.08 -4.42
3.21 -1.75 3.29
-1.31 -0.62 2.00
-0.40 -0.47 0.77
-0.24 0.66 0.10
-0.75 -1.18 1.71
1.66 -0.81 -0.67
-0.06 2.20 -0.77
0.00 -0.24 0.23
0.08 0.14 -0.53
-0.23 0.07 -0.63
-0.30 0.17 0.02
0.17 0.39 -0.04
0.51 0.00 -0.03
0.35 -0.05 0.30
-0.46 -0.21 -0.64
-0.01 0.10 0.10
0.40 0.15 0.80
0.62 -0.10 0.01
-0.54 0.05 0.34
-0.04 -0.52 -0.71
-0.39 -0.20 0.03
0.33 0.96 0.38
-1.38 -0.06 -0.46
0.00 -0.28 -0.07
0.04 0.08 0.28
0.11 0.15 -0.20
0.11 0.33 0.30
-0.07 -0.49 0.01
0.29 0.23 0.16
-0.16 0.38 -0.16
0.18 -0.29 -0.17
-0.32 -0.11 -0.08
-0.34 -0.17 -0.44
0.01 0.25 -0.10
0.34 0.18 0.27
0.82 -0.01 -0.21

No. 2
C2H4N2S2 | the ωB97M-V functional and the def2-TZVPD basis

Values from the calculation:
Spin multiplicity: 1
SMILES: C=NS/C=N\S
LUMO (eV): 0.665
Relative energy (zero: lowest compared OMol25 entry of this formula, charge and spin) (kJ/mol): 232.1
Highest occupied orbital energy (eV): -8.73

Element x y z (Å)
1 C -2.5075 -0.3086 -0.0011
2 N -1.4197 0.3533 -0.0001
3 S 0.0382 -0.5358 -0.0036
4 C 1.1113 0.8670 -0.0041
5 N 2.3661 0.8995 -0.0005
6 S 3.3583 -0.4693 -0.0026
7 H -2.5502 -1.3766 0.0061
8 H -3.4369 0.2594 -0.0124
9 H 0.5628 1.8140 0.0062
10 H 2.4777 -1.5029 0.0121

Atomic forces in eV per Å
0.51 1.04 0.00
-0.26 -0.29 -0.04
-0.06 0.17 0.01
-0.51 0.32 0.06
0.46 -0.42 -0.02
-0.18 0.07 0.00
-0.12 -0.76 -0.01
0.12 -0.09 0.03
0.00 -0.23 -0.03
0.02 0.20 0.00

No. 3
C27H29NO3P2V | the ωB97M-V functional and the def2-TZVPD basis

Values from the calculation:
Spin multiplicity: 3
Total charge: +1
LUMO (spin up / spin down) (eV): -4.619 / -4.609
Highest occupied orbital energy (spin up / spin down) (eV): -10.65 / -10.57

Element x y z (Å)
1 C 4.1654 -1.1325 2.3048
2 C 3.6085 -0.6008 1.1528
3 C 2.9197 -1.5012 0.2310
4 C 2.2302 -2.6529 0.8868
5 C 2.6922 -3.0377 2.1684
6 C 3.7325 -2.3715 2.7865
7 C 1.0613 -3.2476 0.2912
8 C 0.8377 -2.8889 -1.0912
9 C 1.5719 -1.7297 -1.6876
10 C 1.1057 -1.2744 -3.0042
11 C 0.4633 -2.1692 -3.8351
12 C -0.0243 -3.3903 -3.3397
13 C 0.1025 -3.6938 -1.9928
14 H 4.9194 -0.5774 2.8603
15 H 2.1638 -3.8607 2.6338
16 H 4.2072 -2.8307 3.6402
17 H 0.0474 -3.4677 0.9552
18 H 0.3178 -1.9423 -4.8902
19 H -0.4690 -4.1134 -4.0019
20 H -0.3797 -4.5716 -1.5677
21 N 2.7744 -1.2294 -1.1190
22 V 0.2546 0.0958 -0.2928
23 C 3.5779 0.8994 0.8510
24 H 3.8869 1.0959 -0.1985
25 H 4.2012 1.4989 1.5516
26 C 1.3701 0.1649 -3.3494
27 H 2.3991 0.4555 -3.0839
28 H 1.1067 0.4621 -4.3788
29 P 1.7736 1.4268 0.9440
30 P 0.2702 1.1159 -2.1992
31 C -1.3412 0.8761 -2.9428
32 H -1.9955 1.6812 -2.5912
33 H -1.1752 0.9331 -4.0218
34 H -1.7809 -0.0895 -2.6552
35 C 0.7472 2.7991 -2.4760
36 H 0.3747 3.0575 -3.4709
37 H 0.2938 3.4540 -1.7225
38 H 1.8363 2.9003 -2.4464
39 C 1.4787 1.3406 2.7446
40 H 2.1465 2.0464 3.2564
41 H 0.4283 1.5984 2.9532
42 H 1.6699 0.3220 3.0944
43 C 1.9507 3.2384 0.6934
44 H 0.9665 3.7237 0.6976
45 H 2.5594 3.6922 1.4919
46 H 2.4274 3.4581 -0.2676
47 C -1.0548 1.4874 0.3910
48 O -1.5589 2.5370 0.4266
49 H -0.2001 -0.2331 0.9948
50 O -2.5403 -0.8746 -0.5169
51 C -2.7443 -0.4043 0.6050
52 O -1.8734 0.0913 1.4842
53 C -4.0245 -0.1270 1.2817
54 C -3.9222 0.3244 2.6228
55 C -5.0094 1.0093 3.1754
56 C -6.1703 1.1881 2.3878
57 C -6.2035 0.8118 1.0293
58 C -5.1264 0.1196 0.4792
59 H -2.9892 0.2023 3.1935
60 H -4.9155 1.3942 4.2013
61 H -7.0453 1.6519 2.8532
62 H -7.0443 1.0625 0.3903
63 H -5.0527 -0.2041 -0.5621

Atomic forces in eV per Å
-0.33 0.72 -0.81
0.77 0.06 -0.76
-1.02 -1.28 -0.32
-0.66 0.91 -0.50
0.04 0.39 0.53
-0.53 -1.50 -0.39
-1.29 2.39 0.29
1.29 1.08 -0.19
1.18 -1.81 0.62
0.96 -0.63 0.05
0.04 0.64 0.37
0.55 -0.64 1.39
-1.20 0.16 -0.41
-0.43 0.15 0.05
0.34 -0.12 0.12
-0.11 0.20 0.27
3.15 -0.73 -1.64
-0.16 0.25 0.28
-0.20 0.00 -0.10
0.09 0.03 -0.25
-3.76 1.22 1.74
2.54 -4.55 -1.17
0.28 -0.55 -0.61
-0.05 -0.04 0.60
-0.43 -0.46 -0.43
0.35 0.08 0.48
-0.24 -0.12 -0.34
0.23 -0.29 0.35
1.58 0.61 0.87
-0.11 1.89 -2.90
-0.31 0.13 -0.42
-0.05 -0.18 -0.18
-0.49 0.04 -0.04
0.15 0.32 -0.11
-0.18 0.86 -0.45
0.20 0.39 0.05
0.07 -0.08 -0.26
-0.19 -0.01 -0.02
-0.21 0.17 -0.04
-0.18 -0.21 -0.03
0.36 -0.11 -0.01
-0.09 0.12 -0.02
-0.15 0.19 -0.09
0.18 -0.12 0.04
-0.20 -0.30 -0.23
-0.06 -0.11 0.17
-0.63 2.30 -0.27
0.65 -2.18 0.42
-0.76 0.49 4.11
1.03 0.48 0.50
-0.04 0.38 2.48
0.91 -0.74 -2.64
-0.46 0.36 -0.13
-1.25 0.37 0.25
0.07 -0.69 -0.49
0.25 0.17 -0.15
-0.05 -0.14 0.60
-0.06 0.05 0.46
-0.93 -0.01 -0.38
-0.37 -0.23 -0.55
0.32 0.01 -0.35
-0.08 -0.07 0.30
-0.30 0.26 0.28